1.
C9H16Si | the ωB97M-V functional and the def2-TZVPD basis

The geometry in XYZ format:
```
26
Properties=species:S:1:pos:R:3:mulliken_charge:R:1
Si -1.43 -0.05 -0.44 0.34
C -2.68 -1.32 0.04 -0.06
C 0.82 -1.66 1.11 -1.36
C -3.39 -2.06 -0.80 -0.71
C 1.86 0.16 -0.23 0.96
C 0.81 -0.49 0.17 0.10
C -1.83 1.48 0.57 -0.13
C 3.24 -0.29 0.07 -1.46
C 1.80 1.40 -1.14 -1.24
C -1.33 2.75 0.50 -0.64
H -4.09 -2.69 -0.35 0.29
H -1.45 0.49 -1.85 -0.19
H 0.18 -1.30 1.86 0.40
H -3.06 -1.35 1.13 0.22
H 0.83 1.64 -1.55 0.24
H 0.54 -2.55 0.64 0.29
H 3.91 0.42 -0.26 0.47
H -0.76 3.12 -0.27 0.30
H 3.36 -1.22 -0.50 0.30
H -2.37 1.14 1.48 0.18
H 1.77 -1.79 1.66 0.36
H 2.36 1.30 -2.12 0.33
H -3.19 -2.22 -1.84 0.25
H -1.54 3.50 1.31 0.21
H 3.53 -0.61 1.24 0.24
H 2.12 2.20 -0.43 0.30
```

The calculation puts the HOMO energy at -0.3113 hartree. Its LUMO energy is 0.7 eV. The relative energy (zero: lowest compared OMol25 entry of this formula, charge and spin) comes out at 299.2 kJ/mol. For the electronic energy, the calculation gives -641.855331 hartree.

=====

2.
C39H93AsF6N11O9 | the ωB97M-V functional and the def2-TZVPD basis

The geometry in XYZ format:
```
159
Properties=species:S:1:pos:R:3:mulliken_charge:R:1
As 0.60 0.16 -1.06 2.09
F 1.14 0.39 -2.78 -0.53
F 2.17 -0.68 -0.78 -0.52
F 1.36 1.73 -0.74 -0.50
F -0.89 1.03 -1.44 -0.51
F -0.20 -1.43 -1.49 -0.53
F 0.09 0.05 0.65 -0.51
O 1.07 -7.28 0.40 -0.71
O 2.80 -8.03 -4.43 -0.67
O 7.75 -1.76 -3.66 -0.62
O 5.99 -2.95 4.45 -0.63
O -3.68 -2.77 -9.23 -0.60
O -3.47 -9.11 -0.21 -0.58
O -6.41 4.60 -0.08 -0.65
O -2.18 3.75 -9.02 -0.65
O -6.35 -3.63 4.32 -0.68
N 0.84 -5.78 2.06 -0.11
N 7.42 -1.43 3.45 -0.18
N -2.46 -0.04 8.49 0.02
N -4.09 -7.24 1.00 -0.17
N 3.02 -5.87 -4.23 -0.14
N 1.57 8.52 0.96 0.02
N -3.20 -0.87 -8.15 -0.17
N 0.03 3.74 -8.80 -0.18
N -4.36 4.74 0.66 -0.12
N 7.64 0.30 -4.54 -0.21
N -7.01 -2.16 2.73 -0.19
C -4.42 -0.83 -10.25 -1.12
C -1.69 1.10 7.82 -0.51
C 1.80 7.20 3.11 -1.33
C 8.25 -0.88 -4.32 0.65
C -5.77 -1.42 2.37 -0.84
C -4.36 -9.51 1.88 -0.99
C 1.60 -6.39 1.14 0.72
C 3.50 -7.04 -4.66 0.80
C -3.71 -0.45 7.83 -0.76
C 9.60 -1.19 -4.97 -1.00
C 2.99 -6.02 1.08 -1.06
C -3.16 5.41 1.08 -1.06
C 0.13 3.07 -7.55 -0.90
C -4.81 0.60 7.93 -0.91
C 3.34 7.15 -0.35 -1.10
C 1.92 9.80 0.35 -0.60
C 7.14 -2.51 4.26 0.71
C 1.11 10.14 -0.94 -1.31
C -8.72 -3.53 3.96 -0.95
C -1.02 0.73 6.53 -1.26
C -3.66 -1.59 -9.17 0.71
C 1.15 -4.76 2.97 -0.93
C -2.42 -1.52 -7.09 -0.85
C -3.67 -6.23 0.05 -0.86
C 6.38 0.75 -3.92 -0.76
C -0.95 4.83 -10.76 -0.93
C 2.20 8.46 2.29 -0.45
C -5.61 5.24 0.58 0.60
C -3.89 -8.59 0.78 0.70
C 6.43 -0.90 2.50 -0.85
C -3.40 -0.84 10.68 -1.37
C -7.28 -3.08 3.64 0.66
C 8.45 -3.07 4.88 -1.10
C 1.87 7.38 0.07 -0.58
C -1.07 4.03 -9.47 0.69
C -2.60 0.27 9.90 -0.40
C -5.98 6.57 1.32 -0.89
C 3.55 -4.51 -4.60 -0.89
C 4.72 -7.07 -5.46 -1.20
H -8.74 -4.61 3.88 0.26
H -2.27 2.02 7.80 0.37
H 4.25 -4.56 -5.43 0.25
H 0.10 4.81 -11.06 0.29
H -1.66 0.32 10.45 0.41
H -1.56 4.29 -11.49 0.27
H -5.08 0.52 8.98 0.20
H -2.28 4.97 0.61 0.36
H -3.05 6.46 0.82 0.32
H -3.35 -0.77 6.85 0.42
H -3.61 -10.22 2.22 0.26
H -6.94 6.44 1.83 0.28
H 8.12 -4.04 5.25 0.31
H 2.04 7.40 4.16 0.43
H 3.54 6.20 -0.84 0.40
H -4.69 -6.94 1.75 0.20
H -2.97 -1.84 10.54 0.36
H 9.66 -0.48 -5.79 0.31
H 1.68 -3.92 2.52 0.35
H -3.27 -0.76 11.76 0.41
H -5.23 -10.12 1.61 0.26
H 4.01 7.11 0.51 0.27
H -8.97 -3.35 5.00 0.27
H 9.28 -3.29 4.20 0.32
H -0.90 1.44 8.49 0.40
H 0.45 3.70 -6.71 0.28
H -0.31 -0.05 6.78 0.29
H 5.10 -8.06 -5.70 0.27
H -9.56 -3.05 3.45 0.33
H -4.06 3.83 0.33 0.26
H 2.05 -5.84 -3.96 0.26
H 6.43 0.53 -2.85 0.28
H -4.48 -0.89 10.54 0.30
H -2.47 -0.88 -6.21 0.33
H 8.27 -0.89 3.53 0.23
H -3.79 -0.36 -11.01 0.28
H 3.07 -5.06 0.57 0.26
H -6.08 -0.39 2.53 0.31
H 0.73 2.16 -7.45 0.33
H 6.36 0.17 2.68 0.29
H 3.43 -5.80 2.06 0.37
H 5.55 0.17 -4.31 0.24
H -0.60 1.63 6.08 0.37
H -0.88 2.79 -7.26 0.30
H 3.27 8.67 2.30 0.36
H -5.46 -1.54 1.33 0.31
H -4.52 1.62 7.69 0.25
H 4.69 -6.57 -6.43 0.31
H 2.80 -3.76 -4.85 0.32
H 0.15 -4.36 3.14 0.34
H 6.85 -0.97 1.50 0.27
H -6.02 7.48 0.72 0.25
H -3.01 -6.65 -0.71 0.34
H -1.37 -1.69 -7.33 0.28
H -5.16 6.75 2.01 0.32
H 4.10 -4.15 -3.73 0.32
H 3.68 7.98 -0.98 0.27
H 8.31 1.03 -4.75 0.23
H 0.88 3.66 -9.34 0.25
H 2.43 6.37 2.80 0.34
H 1.72 -4.98 3.88 0.24
H -4.52 -5.66 -0.31 0.29
H -2.80 -2.52 -6.88 0.30
H 1.77 9.28 2.88 0.43
H -7.83 -1.93 2.18 0.21
H -3.04 5.22 2.14 0.33
H 5.39 -6.41 -4.91 0.37
H 1.69 10.61 1.03 0.46
H 9.61 -2.27 -5.15 0.26
H -4.73 -8.98 2.76 0.29
H -4.10 -1.36 8.29 0.31
H 6.01 1.77 -4.02 0.33
H -4.89 0.09 -9.89 0.34
H 0.74 6.93 3.15 0.27
H -5.76 0.31 7.49 0.38
H 8.82 -2.35 5.62 0.29
H 10.50 -0.87 -4.44 0.28
H -3.13 1.21 10.03 0.37
H -2.98 -5.65 0.66 0.26
H 1.58 9.76 -1.85 0.30
H 1.63 6.55 0.73 0.34
H 3.01 9.83 0.24 0.41
H -3.08 0.11 -8.34 0.20
H 3.53 -6.80 0.54 0.28
H 0.02 10.04 -0.91 0.29
H 1.31 7.38 -0.87 0.33
H -0.15 -5.94 1.91 0.25
H 5.44 -1.33 2.64 0.33
H -5.22 -1.42 -10.69 0.29
H -1.82 0.51 5.83 0.33
H -4.83 -1.68 2.86 0.31
H -1.22 5.88 -10.67 0.25
H 1.22 11.22 -1.06 0.44
```

The calculation puts the HOMO energy at -0.2528 hartree. Its LUMO energy is 1.9 eV. The relative energy (zero: lowest compared OMol25 entry of this formula, charge and spin) comes out at 688.6 kJ/mol. Its total charge is -1. For the electronic energy, the calculation gives -5656.361631 hartree.

=====

3.
C6H10O | the ωB97M-V functional and the def2-TZVPD basis

The geometry in XYZ format:
```
17
Properties=species:S:1:pos:R:3:mulliken_charge:R:1
O -0.01 1.23 -0.48 -0.41
C -2.34 0.22 -0.01 -1.34
C 2.02 0.00 -0.16 -0.28
C 1.38 1.32 0.06 -0.46
C -0.80 0.28 0.27 0.32
C -0.14 -1.18 0.29 -0.54
C 1.32 -1.12 -0.07 -0.46
H -2.89 1.11 0.33 0.35
H -0.58 -1.92 -0.40 0.31
H 1.81 -2.04 -0.35 0.37
H 1.55 1.58 1.13 0.24
H 1.94 2.09 -0.49 0.33
H -2.66 0.01 -1.04 0.35
H -0.23 -1.67 1.28 0.31
H -2.72 -0.61 0.61 0.34
H -0.75 0.71 1.27 0.21
H 3.04 0.00 -0.51 0.38
```

The calculation puts the HOMO energy at -0.3402 hartree. Its LUMO energy is 1.1 eV. The relative energy (zero: lowest compared OMol25 entry of this formula, charge and spin) comes out at 107.1 kJ/mol. For the electronic energy, the calculation gives -309.801564 hartree.

=====

4.
C12H78N2O27 | the ωB97M-V functional and the def2-TZVPD basis

The geometry in XYZ format:
```
119
Properties=species:S:1:pos:R:3:mulliken_charge:R:1
O -0.19 7.48 0.16 -0.60
O 5.59 -1.39 1.85 -0.65
O 5.38 1.11 0.97 -0.77
O 0.22 1.15 5.07 -0.53
O -4.53 3.96 1.57 -0.70
O -1.85 -0.98 -1.92 -0.56
O 2.15 -0.63 -3.46 -0.60
O 1.67 -4.31 -3.40 -0.26
O 3.16 2.15 -0.14 -0.63
O -3.05 7.32 -0.19 -0.65
O -2.19 3.09 -1.70 -0.51
O 0.16 -3.48 1.55 -0.47
O -2.02 4.46 5.17 -0.62
O 2.63 -1.63 -0.86 -0.09
O -2.51 -2.89 0.07 -0.51
O -3.62 0.93 -0.96 -0.55
O 3.65 -3.07 3.19 -0.63
O -3.29 7.09 2.77 -0.55
O -1.58 -1.02 2.84 -0.66
O 4.10 -5.77 1.90 -0.59
O 2.33 1.14 3.00 -0.60
O 0.61 3.85 -2.10 -0.59
O -3.82 0.02 1.63 -0.67
O -4.86 -3.24 -2.90 -0.34
O 1.82 6.19 -1.28 -0.75
O 7.12 -3.18 0.10 -0.58
O -1.82 3.37 2.07 -0.07
N -1.64 -4.66 -1.95 0.32
N 0.25 0.33 1.23 1.11
C -0.33 -4.17 -2.21 -0.58
C 2.44 -3.99 -4.58 -1.05
C 3.70 -2.57 -0.96 -0.47
C -0.79 1.44 1.07 -2.79
C 0.84 -0.39 0.12 -0.39
C -6.17 -3.31 -2.40 -0.81
C -1.00 4.42 1.50 -1.33
C -2.61 -4.22 -3.04 -0.09
C 2.26 -1.03 0.37 0.21
C -0.93 2.27 2.30 -0.84
C 0.32 -4.60 -3.54 -0.70
C -4.04 -4.31 -2.45 -0.80
H 3.50 -3.70 2.44 0.24
H -6.01 -2.70 -1.50 0.26
H -6.69 -4.18 -2.04 0.38
H -1.82 -4.31 -1.21 0.02
H -0.22 -3.24 -1.98 0.15
H 3.99 1.80 0.37 0.30
H -1.38 -5.72 -1.77 0.59
H 4.37 -2.62 2.67 0.38
H -2.94 7.18 0.70 0.35
H 4.51 -1.98 -0.35 0.12
H -0.78 -3.13 1.55 0.25
H -1.71 -1.18 -2.94 0.26
H -2.89 3.67 -2.01 0.30
H 0.82 0.24 -0.91 0.16
H -0.02 2.85 2.84 0.26
H -1.46 5.44 1.60 0.28
H -1.89 -1.72 3.48 0.27
H 0.12 0.27 5.57 0.34
H 0.44 7.05 -0.48 0.33
H 3.45 -6.22 1.39 0.30
H 4.75 -5.61 1.29 0.29
H 2.16 -4.83 -5.24 0.44
H 0.88 0.86 4.52 0.21
H 5.57 1.36 0.04 0.38
H 0.98 0.75 1.67 0.06
H 0.15 -5.83 -3.64 0.18
H 7.54 -3.23 -0.68 0.23
H 2.39 -0.80 -2.48 0.30
H 3.92 -2.79 -1.94 0.36
H -4.60 1.04 -0.80 0.37
H -2.42 5.15 4.65 0.32
H -6.76 -2.61 -3.12 0.26
H -4.52 -5.18 -2.83 0.52
H 2.14 -3.08 -4.84 0.42
H 5.58 -0.52 1.39 0.35
H 3.44 -3.46 -0.29 0.08
H -4.26 6.98 2.90 0.32
H -0.02 -4.05 -4.36 0.55
H 5.77 1.66 1.67 0.30
H -3.22 7.93 2.95 0.24
H -2.62 -0.25 -2.06 0.30
H -4.47 4.62 0.89 0.27
H 6.03 -1.98 1.25 0.40
H -0.61 4.44 0.51 0.22
H 0.29 4.00 -2.91 0.27
H 2.93 0.42 3.44 0.32
H -2.33 -0.53 2.35 0.40
H -3.40 -2.53 0.49 0.33
H -4.32 -0.89 1.72 0.37
H -0.11 4.59 1.91 0.71
H -2.41 -2.16 -0.40 0.04
H 0.09 -4.78 -1.34 0.46
H 3.07 3.18 0.24 0.36
H -3.44 1.78 -1.26 0.20
H 2.25 -2.04 1.16 -0.17
H 2.31 0.31 -3.34 0.33
H 1.34 5.36 -1.55 0.50
H -1.32 1.77 3.08 0.61
H -2.45 -3.14 -3.39 0.04
H -3.51 3.71 1.80 0.53
H -1.47 3.44 -1.70 0.03
H -3.25 8.27 -0.34 0.30
H -2.44 -4.93 -3.95 0.41
H 0.32 -1.26 -0.09 -0.40
H 2.72 6.38 -1.79 0.31
H -3.84 0.13 0.63 0.23
H 2.81 1.78 2.76 0.14
H -1.57 1.22 0.41 1.36
H 3.35 -4.17 -4.23 0.28
H -0.35 1.88 0.31 1.72
H 0.23 -3.97 2.34 0.27
H -0.20 -0.39 1.88 0.57
H 3.12 -0.38 0.73 -0.12
H -1.09 4.46 5.02 0.29
H -4.16 -4.39 -1.42 0.48
H -1.00 7.51 -0.28 0.36
H 1.40 3.44 -2.43 0.23
H 7.66 -3.36 0.87 0.30
```

The calculation puts the HOMO energy at -0.5078 hartree. Its LUMO energy is -4.7 eV. The relative energy (zero: lowest compared OMol25 entry of this formula, charge and spin) comes out at 106.6 kJ/mol. Its total charge is +2. For the electronic energy, the calculation gives -2643.941125 hartree.